Formula: C23H59F6KN2O26S8
Source: the Open Molecules 2025 dataset
Level of theory: ωB97M-V with the def2-TZVPD basis set

Computed properties:
LUMO level ... -2.79 eV
Orbital gap ... 6.077 eV
Max |F| ... 8.24 eV/Å

The geometry in ORCA input format:
```
! RIJCOSX wB97M-V def2-TZVPD def2/J DEFGRID3
* xyz 0 1
K -2.545 -1.303 6.832
C -2.044 -2.195 1.412
F -0.825 -2.851 1.452
F -2.885 -2.720 0.512
F -2.630 -2.209 2.591
S -1.782 -0.300 0.908
O -0.975 -0.309 -0.292
O -3.150 0.178 0.618
N -1.082 0.259 2.411
S 0.128 1.014 1.832
O 1.210 0.186 1.298
O -0.124 2.245 1.020
C 1.137 1.865 3.330
F 2.331 2.334 2.851
F 0.399 2.906 3.784
F 1.290 0.964 4.255
C 0.204 8.310 -3.047
O 0.900 7.785 -1.939
H 0.718 7.889 -3.911
H -0.881 8.202 -3.072
H 0.407 9.378 -2.965
H 0.643 6.863 -1.871
C -4.311 5.089 4.311
O -4.290 3.710 4.595
H -4.901 5.621 5.058
H -3.306 5.508 4.369
H -4.753 5.217 3.323
H -3.763 3.245 3.941
O 8.619 -4.414 -6.924
S 8.204 -3.370 -5.953
O 7.380 -2.221 -6.325
O 7.330 -4.147 -4.711
C 6.624 -3.350 -3.695
C 5.196 -3.981 -3.446
C 9.628 -2.856 -4.807
H 6.576 -2.264 -3.773
H 7.306 -3.459 -2.851
H 4.641 -3.540 -2.618
H 5.105 -5.066 -3.411
H 4.689 -3.675 -4.361
H 10.299 -2.227 -5.393
H 9.947 -3.873 -4.578
H 9.322 -2.389 -3.870
O 11.138 0.874 0.235
S 10.602 0.186 1.430
O 9.455 -0.724 1.428
O 11.901 -0.525 2.216
C 11.685 -1.741 2.959
C 11.655 -3.023 2.038
C 10.398 1.554 2.626
H 10.762 -1.671 3.533
H 12.518 -2.022 3.604
H 11.616 -3.987 2.545
H 12.427 -3.139 1.277
H 10.764 -3.031 1.411
H 9.656 2.226 2.195
H 11.271 2.181 2.806
H 10.057 1.111 3.562
O -5.462 -5.149 -8.986
S -5.201 -4.844 -7.538
O -3.803 -4.997 -7.099
O -5.601 -3.292 -7.255
C -5.405 -2.709 -5.938
C -6.709 -2.478 -5.193
C -6.437 -5.724 -6.528
H -4.849 -1.809 -6.201
H -4.756 -3.325 -5.315
H -6.789 -3.274 -4.453
H -7.563 -2.594 -5.862
H -6.744 -1.556 -4.613
H -7.361 -5.469 -7.047
H -6.126 -5.372 -5.545
H -6.150 -6.761 -6.701
O 3.153 4.962 13.719
S 4.177 6.006 13.769
O 5.590 5.586 13.982
O 4.124 6.778 12.297
C 2.872 6.721 11.504
C 3.194 7.570 10.304
C 3.651 7.412 14.818
H 2.072 7.208 12.061
H 2.433 5.763 11.226
H 2.249 7.747 9.790
H 3.816 7.171 9.503
H 3.364 8.606 10.597
H 2.593 7.636 14.688
H 4.250 8.298 14.606
H 3.757 7.060 15.845
O -14.969 -8.269 -1.733
S -13.780 -7.382 -1.533
O -13.753 -6.220 -0.623
O -12.412 -8.352 -1.288
C -11.796 -8.412 0.029
C -10.242 -8.204 0.000
C -13.294 -6.632 -3.198
H -12.079 -9.376 0.453
H -12.198 -7.750 0.797
H -9.967 -7.196 -0.310
H -9.776 -9.025 -0.544
H -9.788 -8.256 0.989
H -13.126 -7.514 -3.816
H -12.321 -6.194 -2.976
H -14.034 -5.934 -3.589
O 0.740 3.075 -7.990
S 2.092 2.651 -8.078
O 2.696 2.370 -9.346
O 3.033 3.768 -7.175
C 4.324 3.445 -6.781
C 4.814 4.872 -6.303
C 2.257 1.129 -7.048
H 4.946 3.148 -7.625
H 4.395 2.785 -5.916
H 5.885 4.847 -6.101
H 4.306 5.147 -5.379
H 4.713 5.678 -7.029
H 3.161 0.718 -7.497
H 1.417 0.463 -7.245
H 2.283 1.519 -6.030
C -9.849 1.437 3.047
N -10.780 1.230 1.850
O -10.388 0.403 1.072
O -11.732 1.934 1.754
H -10.499 1.551 3.915
H -9.397 2.427 2.985
H -9.116 0.630 3.069
*
```


Formula: C23H60NbO8
Source: the Open Molecules 2025 dataset
Level of theory: ωB97M-V with the def2-TZVPD basis set

Computed properties:
LUMO level ... 1.70 eV
Orbital gap ... 6.002 eV
Max |F| ... 2.87 eV/Å
ΔE to the lowest compared entry with this formula, charge and spin ... 0.000 eV

The geometry in ORCA input format:
```
! RIJCOSX wB97M-V def2-TZVPD def2/J DEFGRID3
* xyz -1 1
C 10.991 0.145 1.623
C 11.429 1.581 1.303
C 10.639 2.608 2.122
C 10.628 4.009 1.485
C 9.259 4.556 1.031
Nb 7.958 3.297 -0.342
C 6.604 2.503 1.332
C 6.046 1.089 1.086
H 10.133 -0.115 1.019
H 10.716 0.090 2.673
H 11.784 -0.576 1.445
H 12.483 1.695 1.537
H 11.252 1.755 0.248
H 11.121 2.675 3.095
H 9.635 2.231 2.282
H 11.332 4.067 0.664
H 11.016 4.697 2.241
H 8.680 4.870 1.898
H 9.462 5.473 0.475
H 6.865 4.727 -0.759
H 9.096 3.680 -1.728
H 8.852 1.713 -0.197
H 6.970 2.413 -1.633
H 5.797 3.202 1.543
H 7.251 2.429 2.207
H 6.859 0.373 1.148
H 5.600 0.989 0.104
H 5.332 0.812 1.863
C -0.243 -0.074 2.415
O -0.359 0.861 3.477
C 0.413 0.521 4.615
C 1.759 1.219 4.645
O 2.589 0.840 3.567
C 2.577 1.754 2.479
H -0.584 0.419 1.506
H 0.788 -0.400 2.270
H -0.875 -0.949 2.601
H 0.553 -0.563 4.670
H -0.159 0.832 5.496
H 2.273 0.928 5.567
H 1.624 2.306 4.664
H 3.234 2.603 2.690
H 1.570 2.118 2.266
H 2.958 1.233 1.604
C -1.688 -6.320 2.743
O -2.929 -5.983 2.147
C -3.456 -4.745 2.595
C -3.145 -3.601 1.651
O -1.756 -3.346 1.544
C -1.154 -3.943 0.407
H -1.223 -7.085 2.123
H -1.018 -5.460 2.803
H -1.843 -6.726 3.748
H -3.087 -4.516 3.600
H -4.543 -4.859 2.653
H -3.606 -2.693 2.054
H -3.579 -3.787 0.663
H -1.344 -3.339 -0.487
H -1.520 -4.957 0.238
H -0.080 -3.979 0.583
C -5.097 -2.572 -2.856
O -5.061 -2.517 -1.440
C -5.090 -1.198 -0.919
C -6.479 -0.776 -0.488
O -7.396 -0.728 -1.570
C -8.194 -1.892 -1.689
H -5.392 -3.581 -3.140
H -5.815 -1.864 -3.274
H -4.106 -2.364 -3.273
H -4.684 -0.489 -1.647
H -4.438 -1.186 -0.041
H -6.417 0.235 -0.073
H -6.852 -1.440 0.298
H -9.027 -1.859 -0.979
H -7.615 -2.802 -1.524
H -8.600 -1.911 -2.701
C -8.177 2.585 -6.973
O -7.272 1.981 -6.067
C -7.618 2.173 -4.704
C -8.356 0.990 -4.114
O -9.608 0.758 -4.749
C -9.556 -0.238 -5.752
H -8.021 2.126 -7.949
H -9.216 2.434 -6.674
H -7.978 3.660 -7.054
H -8.211 3.086 -4.587
H -6.684 2.305 -4.150
H -8.560 1.198 -3.062
H -7.734 0.092 -4.157
H -9.584 -1.238 -5.302
H -8.661 -0.150 -6.371
H -10.434 -0.117 -6.385
*
```


Formula: C23H64N16O34P
Source: the Open Molecules 2025 dataset
Level of theory: ωB97M-V with the def2-TZVPD basis set

Computed properties:
LUMO level ... -2.70 eV
Orbital gap ... 9.437 eV
Max |F| ... 5.48 eV/Å
ΔE to the lowest compared entry with this formula, charge and spin ... 0.000 eV

The geometry in ORCA input format:
```
! RIJCOSX wB97M-V def2-TZVPD def2/J DEFGRID3
* xyz 1 1
C 1.609 -0.517 -0.407
C 0.984 0.394 -1.428
O 1.261 0.307 -2.594
O 0.126 1.284 -0.912
C -0.842 1.799 -1.833
C -1.967 0.778 -2.013
C -2.791 0.780 -0.708
C -3.296 -0.586 -0.216
C -3.413 -1.675 -1.306
P -1.891 -2.681 -1.366
H 1.569 -0.079 0.585
H 2.617 -0.771 -0.697
H 1.009 -1.427 -0.373
H -0.416 2.107 -2.781
H -1.269 2.684 -1.370
H -1.471 -0.171 -2.234
H -2.586 1.127 -2.832
H -3.605 1.492 -0.802
H -2.144 1.180 0.071
H -4.297 -0.441 0.164
H -2.722 -0.926 0.646
H -3.629 -1.284 -2.297
H -4.191 -2.369 -0.990
H -2.129 -4.051 -1.212
H -0.930 -2.244 -0.449
H -1.288 -2.551 -2.626
C -6.117 -1.287 3.737
N -5.636 -0.797 2.412
O -4.705 -0.016 2.397
O -6.208 -1.209 1.421
H -5.507 -0.825 4.556
H -7.159 -0.997 3.825
H -6.012 -2.370 3.731
C 5.502 0.284 1.087
N 5.115 -1.095 1.494
O 5.949 -1.773 2.045
O 3.974 -1.433 1.239
H 6.534 0.453 1.367
H 5.380 0.351 0.012
H 4.841 0.977 1.600
C -3.602 0.735 4.807
N -4.962 0.349 5.270
O -5.913 0.922 4.773
O -5.031 -0.505 6.138
H -3.701 1.501 4.049
H -3.061 1.109 5.671
H -3.126 -0.154 4.403
C 1.725 -1.277 4.428
N 0.360 -0.805 4.053
O -0.171 -1.314 3.077
O -0.144 0.047 4.747
H 2.025 -2.037 3.717
H 2.398 -0.425 4.395
H 1.668 -1.684 5.432
C -5.218 4.228 -0.689
N -4.368 4.791 -1.772
O -3.261 4.312 -1.947
O -4.837 5.701 -2.420
H -4.669 3.431 -0.201
H -5.437 5.031 0.007
H -6.133 3.855 -1.148
C -0.947 3.540 -5.284
N -0.468 4.077 -6.587
O 0.418 4.901 -6.568
O -1.012 3.642 -7.582
H -0.382 4.009 -4.485
H -2.004 3.773 -5.203
H -0.788 2.466 -5.297
C 5.861 -3.114 -2.531
N 6.555 -2.309 -1.491
O 7.059 -2.911 -0.568
O 6.560 -1.098 -1.626
H 5.943 -4.154 -2.265
H 4.823 -2.795 -2.546
H 6.342 -2.912 -3.484
C -9.763 3.880 -3.031
N -8.823 3.379 -1.991
O -8.877 2.208 -1.688
O -8.053 4.191 -1.510
H -10.380 3.054 -3.362
H -10.365 4.661 -2.576
H -9.165 4.278 -3.845
C -2.683 7.024 -4.434
N -2.794 8.332 -5.136
O -2.072 9.233 -4.768
O -3.609 8.400 -6.033
H -1.924 7.106 -3.665
H -3.652 6.801 -4.001
H -2.408 6.281 -5.178
C 6.051 -3.745 4.833
N 5.150 -3.155 5.861
O 4.046 -2.792 5.481
O 5.551 -3.102 6.997
H 5.532 -3.710 3.882
H 6.967 -3.161 4.803
H 6.250 -4.769 5.133
C 2.476 -5.673 -0.469
N 3.227 -5.025 -1.579
O 4.390 -5.339 -1.725
O 2.628 -4.220 -2.266
H 3.142 -6.358 0.050
H 2.133 -4.881 0.193
H 1.639 -6.205 -0.912
C 5.624 -9.196 -0.291
N 4.757 -8.567 0.742
O 3.638 -8.208 0.407
O 5.217 -8.448 1.851
H 5.077 -9.231 -1.226
H 6.516 -8.584 -0.381
H 5.871 -10.194 0.057
C -5.151 3.075 7.941
N -3.831 2.528 8.362
O -3.705 2.184 9.513
O -2.960 2.467 7.510
H -5.814 3.068 8.798
H -4.984 4.087 7.582
H -5.533 2.440 7.147
C 6.418 2.137 -3.120
N 6.103 3.045 -1.982
O 5.461 4.043 -2.214
O 6.520 2.715 -0.888
H 5.987 2.556 -4.022
H 7.499 2.072 -3.194
H 5.988 1.165 -2.892
C -5.022 1.137 -6.242
N -4.045 0.727 -5.197
O -4.020 -0.440 -4.860
O -3.327 1.594 -4.742
H -5.585 0.264 -6.548
H -5.670 1.890 -5.803
H -4.454 1.550 -7.072
C 8.985 -1.988 2.438
N 10.045 -2.658 3.240
O 9.792 -2.909 4.403
O 11.085 -2.912 2.676
H 8.125 -1.830 3.073
H 9.387 -1.043 2.084
H 8.739 -2.642 1.607
*
```


Formula: C23H68N2O11
Source: the Open Molecules 2025 dataset
Level of theory: ωB97M-V with the def2-TZVPD basis set

Computed properties:
LUMO level ... 0.39 eV
Orbital gap ... 9.046 eV
Max |F| ... 12.65 eV/Å
ΔE to the lowest compared entry with this formula, charge and spin ... 7.488 eV

The geometry in ORCA input format:
```
! RIJCOSX wB97M-V def2-TZVPD def2/J DEFGRID3
* xyz 0 1
C -0.167 -3.402 -0.590
O -0.085 -4.302 -1.679
H 0.764 -3.528 0.008
H -1.021 -3.667 0.043
H -0.211 -2.337 -0.840
H -0.511 -3.903 -2.460
C 5.402 0.523 0.947
O 5.345 -0.628 1.734
H 5.146 0.100 0.033
H 6.407 0.970 1.010
H 4.680 1.304 1.204
H 6.149 -1.151 1.566
C 2.946 3.840 2.474
O 2.281 2.674 2.881
H 3.189 4.381 3.324
H 2.269 4.444 1.897
H 3.782 3.595 1.769
H 1.617 2.993 3.456
C -1.027 -1.123 2.678
O -2.249 -1.020 3.412
H -1.308 -1.235 1.652
H -0.375 -1.887 3.022
H -0.455 -0.218 2.801
H -1.978 -0.908 4.280
C 2.210 -0.507 3.892
O 1.326 0.268 4.636
N 3.037 0.024 3.038
N 2.168 -1.759 3.986
H 2.981 1.066 2.882
H 3.818 -0.491 2.580
H 1.489 -2.125 4.671
H 2.451 -2.359 3.226
C 1.087 -1.819 -3.977
C -0.338 -1.234 -3.886
C -1.098 -1.357 -5.230
O -1.095 -1.781 -3.012
H 1.003 -2.851 -4.146
H 1.771 -1.750 -3.162
H 1.553 -1.361 -4.764
H -0.255 -0.163 -3.633
H -1.397 -2.413 -5.348
H -0.409 -1.114 -6.059
H -1.963 -0.771 -5.269
H -1.597 -1.009 -2.595
C -5.361 -0.137 0.475
C -4.297 0.844 0.906
C -4.657 1.533 2.210
O -3.161 0.321 1.005
H -5.800 -0.551 1.266
H -5.077 -0.839 -0.197
H -6.221 0.377 -0.045
H -4.296 1.639 0.095
H -5.708 1.947 2.247
H -4.023 2.326 2.609
H -4.716 0.807 3.002
H -3.106 -0.336 1.694
C -1.053 4.695 1.647
C -1.675 3.484 1.110
C -1.495 3.438 -0.392
O -1.244 2.413 1.585
H -1.378 4.883 2.670
H -1.212 5.576 1.081
H 0.050 4.528 1.740
H -2.740 3.481 1.384
H -1.589 4.387 -1.004
H -2.113 2.707 -0.881
H -0.490 3.207 -0.563
H -1.774 1.748 1.144
C -2.752 1.764 -3.564
C -3.555 0.843 -2.648
C -4.382 -0.178 -3.353
O -2.825 0.219 -1.898
H -2.094 1.170 -4.250
H -2.112 2.525 -3.039
H -3.340 2.356 -4.220
H -4.242 1.429 -2.037
H -5.086 -0.711 -2.644
H -3.732 -0.872 -3.878
H -5.073 0.157 -4.052
H -3.174 0.310 -1.000
C 3.360 -4.833 0.572
C 3.639 -3.332 0.759
C 3.598 -2.596 -0.578
O 2.808 -2.678 1.433
H 4.378 -5.316 0.319
H 2.682 -5.090 -0.201
H 2.997 -5.362 1.488
H 4.551 -3.358 1.354
H 2.588 -2.396 -0.944
H 4.036 -3.210 -1.412
H 4.172 -1.715 -0.482
H 2.606 -1.849 1.012
C 2.469 1.344 -0.638
C 1.323 0.712 0.185
C 0.248 0.301 -0.801
O 1.511 -0.331 0.816
H 2.136 1.944 -1.474
H 2.977 0.522 -1.094
H 3.059 1.852 0.051
H 0.876 1.445 0.874
H 0.681 -0.375 -1.522
H -0.006 1.080 -1.573
H -0.636 -0.079 -0.306
H 2.135 -0.182 1.528
*
```